Entry 1:
An isolated molecule of C2HF3N2O. Source: the OMol25 dataset; level of theory: wB97M-V/def2-TZVPD.

## Properties
Net charge: 0
Largest force on an atom, eV/A: 3.847
Kohn-Sham gap, eV: 10.320
E, eV: -15264.926
Relative energy (zero: lowest compared OMol25 entry of this formula, charge and spin), kJ/mol: 313.5
SMILES: FC1=NN(F)O[C@@H]1F

```
9
Properties=species:S:1:pos:R:3:forces:R:3:nbo_charge:R:1
F 0.729991 -1.501825 1.299573 0.12 0.41 0.20 -0.35
N -1.488413 0.404596 -0.273989 -1.17 -3.22 1.75 0.36
N -0.573046 1.263510 0.050250 2.15 2.87 0.23 -0.30
H 1.283910 -1.063052 -0.539270 1.66 -0.41 -0.86 0.16
C 0.534173 0.784631 0.421536 -0.72 -3.00 -1.85 0.62
F -2.021360 0.597884 -1.512252 1.13 0.16 -0.23 -0.18
F 1.652053 1.321586 0.801050 -0.78 0.79 0.35 -0.25
O -0.652670 -1.030024 -0.378929 -2.17 1.50 -1.07 -0.42
C 0.535361 -0.777307 0.132030 -0.22 0.90 1.47 0.36
```
Positions in Å, forces in eV/Å.

***

Entry 2:
A cluster of 2 separate species, C2HF3O2 in total. Source: the OMol25 dataset; level of theory: wB97M-V/def2-TZVPD.

## Properties
Net charge: 0
Largest force on an atom, eV/A: 4.872
Kohn-Sham gap (spin up / spin down), eV: 10.133 / 10.106
E, eV: -14331.287
Relative energy (zero: lowest compared OMol25 entry of this formula, charge and spin), kJ/mol: 677.0

```
8
Properties=species:S:1:pos:R:3:forces:R:3:nbo_charge:R:1
F -1.455032 0.492541 -0.608305 -0.72 -0.76 0.13 -0.32
F 1.941114 0.134314 -0.513157 0.90 -0.72 1.23 -0.31
O -0.592389 -1.267525 0.472779 0.74 1.10 -1.21 -0.47
F 0.592091 1.454015 -1.340434 -0.57 2.03 -0.78 -0.30
C -0.455491 -0.247872 -0.112215 0.90 0.99 0.33 0.81
C 0.803256 0.764917 -0.247097 -1.56 -4.05 -2.21 0.50
H 0.718448 1.240837 0.661449 0.81 1.98 1.95 0.15
O -1.551996 -2.571227 1.686979 -0.50 -0.56 0.54 -0.06
```
Positions in Å, forces in eV/Å.

***

Entry 3:
A cluster of 2 separate species, C2HF3O2 in total. Source: the OMol25 dataset; level of theory: wB97M-V/def2-TZVPD.

## Properties
Net charge: 0
Largest force on an atom, eV/A: 3.896
Kohn-Sham gap, eV: 9.703
E, eV: -14335.004
Relative energy (zero: lowest compared OMol25 entry of this formula, charge and spin), kJ/mol: 318.4

```
8
Properties=species:S:1:pos:R:3:forces:R:3:nbo_charge:R:1
F 2.180888 1.258121 1.269027 0.16 -0.62 0.23 -0.28
F 0.157626 1.124835 1.640019 1.26 -1.41 -0.13 -0.31
C -1.060686 -0.801538 -0.887436 0.51 1.82 0.39 1.06
C 1.219706 0.393271 1.244996 -1.07 2.83 0.90 0.70
H 0.717951 0.089799 -0.248287 -2.36 -2.13 -2.25 0.43
O 0.076086 -0.141624 -1.079693 1.87 0.64 1.23 -0.70
F -1.748950 -0.591203 -1.982905 -0.70 -0.38 -1.27 -0.32
O -1.542620 -1.331660 0.044279 0.33 -0.75 0.90 -0.58
```
Positions in Å, forces in eV/Å.

***

Entry 4:
A cluster of 2 separate species, C2HF3OS in total. Source: the OMol25 dataset; level of theory: wB97M-V/def2-TZVPD.

## Properties
Net charge: 0
Largest force on an atom, eV/A: 2.767
Kohn-Sham gap, eV: 10.840
E, eV: -23124.639
Relative energy (zero: lowest compared OMol25 entry of this formula, charge and spin), kJ/mol: 75.5

```
8
Properties=species:S:1:pos:R:3:forces:R:3:nbo_charge:R:1
C 0.516914 -0.024412 0.032550 1.83 0.21 -0.35 0.87
F 0.114164 0.557293 1.137225 -1.29 1.27 0.43 -0.31
C -2.823327 0.416153 0.409356 -0.15 0.04 0.10 0.50
F -0.364726 0.025472 -0.963480 -0.20 0.80 0.15 -0.32
O -3.190624 0.066737 -0.593269 -0.12 -0.02 -0.06 -0.50
S 2.147016 0.686444 -0.436546 1.30 -1.84 0.42 -0.10
F 0.642506 -1.274018 0.354956 0.32 -2.47 0.16 -0.32
H 2.958074 -0.453670 0.059208 -1.69 2.03 -0.84 0.18
```
Positions in Å, forces in eV/Å.

***

Entry 5:
An isolated molecule of C2HF4P. Source: the OMol25 dataset; level of theory: wB97M-V/def2-TZVPD.

## Properties
Net charge: 0
Largest force on an atom, eV/A: 1.899
Kohn-Sham gap, eV: 9.924
E, eV: -22249.009
Relative energy (zero: lowest compared OMol25 entry of this formula, charge and spin), kJ/mol: 0.0
SMILES: F/P=C/C(F)(F)F

```
8
Properties=species:S:1:pos:R:3:forces:R:3:nbo_charge:R:1
C -0.397655 0.302272 0.117009 -1.68 -0.83 -0.32 -0.83
H -0.595842 1.363156 0.029031 -0.10 -0.01 0.00 0.27
P -1.586276 -0.893753 0.087709 -0.21 1.49 -0.06 1.16
F -3.021464 -0.084929 -0.080800 1.65 -0.52 0.28 -0.57
F 1.384525 -0.301917 -1.279560 -0.06 0.05 -0.10 -0.33
C 1.030274 -0.076158 0.005087 0.51 -0.17 -0.19 0.95
F 1.845293 0.888481 0.447347 0.01 0.22 0.21 -0.32
F 1.341146 -1.197151 0.674179 -0.12 -0.23 0.17 -0.32
```
Positions in Å, forces in eV/Å.

***

Entry 6:
A cluster of 3 separate species, C2HF5O2 in total. Source: the OMol25 dataset; level of theory: wB97M-V/def2-TZVPD.

## Properties
Net charge: 0
Largest force on an atom, eV/A: 3.379
Kohn-Sham gap (spin up / spin down), eV: 9.173 / 9.937
E, eV: -19766.626
Spin multiplicity: 3

```
10
Properties=species:S:1:pos:R:3:forces:R:3:nbo_charge:R:1
C -0.783084 0.675311 0.218501 0.32 0.67 2.44 1.09
F -3.132725 0.332445 -0.887331 -2.75 0.11 -0.22 -0.13
C 0.959766 -0.821317 -0.151958 -2.21 1.31 -2.20 0.88
O -1.363518 0.224776 -0.690680 2.05 0.35 -0.60 -0.46
O 1.929110 -0.381391 0.572768 1.66 -2.00 0.95 -0.66
F 1.006153 -0.749980 -1.506521 0.88 0.04 0.73 -0.32
H 2.026261 0.540409 0.467295 0.32 1.85 -0.22 0.51
F -0.201011 1.914802 0.315453 -0.47 -1.74 -0.47 -0.32
F 0.398412 -1.929362 0.170085 0.24 -1.28 0.81 -0.28
F -0.839367 0.194310 1.492385 -0.03 0.68 -1.22 -0.31
```
Positions in Å, forces in eV/Å.